No. 1
# C18H19GdN4O5S6

A molecular structure, C18H19GdN4O5S6 in a non-equilibrium geometry (the ωB97M-V functional and the def2-TZVPD basis, the OMol25 dataset).

```
53
C18H19GdN4O5S6 the ωB97M-V functional and the def2-TZVPD basis
Gd 9.0744 11.4250 9.7298
C 13.4768 12.2031 10.9502
C 12.1192 11.6230 11.3031
C 12.1086 11.3174 12.8478
O 11.0101 12.4603 10.9213
C 11.8410 10.2908 10.5541
O 12.7664 9.5743 10.1920
O 10.6018 9.8908 10.4822
H 13.6567 13.1493 11.5608
H 13.5253 12.5696 9.9144
H 14.1887 11.4113 11.1994
H 12.1912 12.2674 13.3756
H 12.9232 10.6554 13.2255
H 11.0844 10.9575 13.1881
H 11.3446 13.4021 10.9284
N 4.9267 15.5813 16.0329
C 5.6186 15.1950 14.8431
C 6.0740 13.8490 14.8135
C 6.5177 13.2642 13.6690
C 6.5437 14.0020 12.4800
C 6.1934 15.3269 12.5074
C 5.7240 15.9667 13.6659
S 6.7481 13.1549 10.9602
O 5.5223 13.3119 10.2383
O 7.1707 11.7580 11.3879
N 8.1415 13.6460 10.2588
C 8.3132 14.0994 9.0010
N 7.7102 15.1819 8.5066
C 7.7771 15.2666 7.1435
C 8.7692 14.6455 6.4102
C 9.5665 13.7154 7.0297
N 9.3471 13.3808 8.3198
H 5.2915 15.0702 16.8317
H 4.9003 16.6300 16.2092
H 5.8860 13.2852 15.7867
H 6.7345 12.1695 13.7177
H 6.1309 15.8624 11.5870
H 5.4457 16.9924 13.6627
H 6.9113 15.8141 6.7308
H 8.8496 14.7252 5.3395
H 10.3518 13.1553 6.5467
C 6.7305 6.7414 7.4790
S 7.5966 6.9219 8.9578
C 9.0339 7.7370 8.2814
C 9.0596 9.0471 7.8046
S 7.7291 10.1485 7.7211
S 10.7141 9.5733 7.4192
C 11.4588 7.9829 7.4515
S 12.9639 7.5539 7.0380
S 10.3024 6.7055 7.9075
H 7.3335 6.8559 6.5750
H 6.0563 7.6508 7.5808
H 6.1152 5.7746 7.4076
```

Properties
DFT total energy: -4447.3623 hartree
total charge: 0
Kohn-Sham gap (spin up / spin down): 7.0589 / 5.0175 eV
spin multiplicity: 8
expectation value of S²: 16.0827

=====

No. 2
# C18H19N5O2

A single C18H19N5O2 molecule in a non-equilibrium geometry (the ωB97M-V functional and the def2-TZVPD basis, the OMol25 dataset).

```
44
C18H19N5O2 the ωB97M-V functional and the def2-TZVPD basis
C 4.5943 0.6984 2.7468
H 5.5791 1.2466 2.3267
H 4.1797 1.3659 3.3969
O 3.6714 0.4915 1.5957
C 4.0303 -0.3351 0.3430
C 5.2021 -0.8231 0.4016
C 5.4930 -1.5933 -0.6153
C 4.6301 -1.5982 -1.9119
C 3.3567 -0.9999 -1.7622
C 3.0920 -0.3313 -0.5495
N 1.7357 0.5080 -0.4985
C 1.4065 1.5983 0.1422
H 2.4393 1.9149 0.2280
C 0.4751 2.4033 -0.4758
N -0.7373 1.4909 -0.8505
C -1.9642 1.8287 -0.0156
O -2.0041 2.7666 0.4823
C -3.0649 0.8562 -0.1539
C -3.0185 -0.3083 0.1288
N -2.2686 -1.2355 0.7973
C -2.7123 -2.4747 0.9172
C -4.1282 -2.7853 1.0230
C -4.9186 -1.8741 0.4214
N -4.5381 -0.7113 0.2040
N -5.1883 0.4093 -0.6976
C -4.2530 1.2698 -0.6094
H -4.6707 2.0059 -0.9749
H -5.9258 -2.0284 0.1849
H -4.3939 -3.9094 1.2629
H -1.8871 -3.1871 1.4721
C -0.4337 0.4074 -1.5012
H -1.3818 -0.3171 -1.7102
C 0.6461 -0.4694 -0.6718
H 0.8448 -1.5419 -1.2662
H 0.1561 -0.8646 0.2852
H -0.0090 0.7764 -2.3996
H 0.1879 3.2036 -0.1135
H 0.8527 2.6430 -1.2191
H 1.1123 1.3101 1.2653
H 2.5776 -0.9909 -2.3740
H 4.9726 -2.2626 -2.5159
H 6.4226 -1.8402 -0.6246
H 5.8936 -0.6850 1.1646
H 4.8096 -0.4007 3.1164
```

Properties
DFT total energy: -1120.9604 hartree
total charge: 0
Kohn-Sham gap: 7.9942 eV
spin multiplicity: 1

=====

No. 3
# C18H19NO

A single C18H19NO molecule in a non-equilibrium geometry (the ωB97M-V functional and the def2-TZVPD basis, the OMol25 dataset).

```
39
C18H19NO the ωB97M-V functional and the def2-TZVPD basis
O 0.4347 -0.5540 0.2814
C 2.3275 1.9178 -3.8058
C -1.1643 3.7952 2.3809
C 2.2754 0.5717 -3.3982
C -1.0801 2.4804 2.8681
C 1.7365 2.9045 -2.9758
C -0.6974 4.1282 1.0675
C 1.7408 0.2544 -2.1512
C -0.5261 1.5115 1.9839
C 0.5300 3.4991 -0.8931
C 0.4856 0.7755 -0.1341
C 1.0984 2.5470 -1.7457
C -0.0515 3.1350 0.2966
C 1.0831 1.1897 -1.3296
C -0.0364 1.7906 0.7178
N -1.9612 -5.2749 1.2905
C -0.3550 -1.4542 -0.5029
C -0.9415 -4.4734 2.0289
C -1.0457 -2.4921 0.4014
C -0.1444 -3.5548 1.0867
H 2.8352 2.2175 -4.7153
H -1.5961 4.5461 3.0372
H 2.7289 -0.1987 -4.0430
H -1.3777 2.2251 3.8766
H 1.8176 3.9267 -3.2662
H -0.6750 5.1516 0.7474
H 1.8436 -0.7744 -1.8385
H -0.4468 0.4863 2.3511
H 0.4810 4.5398 -1.2367
H -2.7210 -4.7222 0.9293
H -1.5237 -5.8253 0.5577
H -1.1581 -0.9417 -1.0374
H 0.2214 -1.9917 -1.2765
H -1.4293 -3.9160 2.8357
H -0.3025 -5.2338 2.5459
H -1.7839 -3.0466 -0.1707
H -1.5877 -1.9216 1.1831
H 0.6043 -3.0657 1.7078
H 0.3612 -4.1525 0.3453
```

Properties
DFT total energy: -827.2704 hartree
total charge: 0
Kohn-Sham gap: 6.7951 eV
spin multiplicity: 1

=====

No. 4
# C18H19NO2

2 unconnected molecules or ions with the total composition C18H19NO2 in a non-equilibrium geometry (the ωB97M-V functional and the def2-TZVPD basis, the OMol25 dataset).

```
40
C18H19NO2 the ωB97M-V functional and the def2-TZVPD basis
C -2.4599 1.3118 1.8519
C -1.2337 0.6138 1.3249
C -0.1253 0.7209 2.1876
C 1.1917 0.2026 2.0002
C 2.1128 0.2156 3.2154
C 1.6601 0.2407 4.5517
C 2.5634 0.1470 5.6133
C 3.9367 0.0296 5.3664
C 4.3956 0.0250 4.0450
C 3.4913 0.1212 2.9832
O 1.6440 -0.2601 0.9279
O -1.2854 0.0095 0.2086
H -2.4681 1.2756 2.9476
H -2.4339 2.3670 1.5393
H -3.3368 0.8136 1.4352
H -0.3215 1.2352 3.1270
H 0.5909 0.3277 4.7404
H 2.1819 0.1580 6.6308
H 4.6408 -0.0586 6.1923
H 5.4548 -0.0538 3.8052
H 3.8581 0.1162 1.9529
C 0.5764 -1.8844 -2.7412
N -0.3924 -0.8188 -2.3869
C -1.3492 -0.4567 -3.3735
C -1.0490 -0.6399 -4.7351
C -1.9903 -0.2755 -5.6948
C -3.2805 0.0950 -5.2937
C -3.5808 0.2454 -3.9327
C -2.5720 0.1087 -2.9801
C -0.0821 0.0188 -1.3833
H 0.0852 -2.5328 -3.4658
H 1.4804 -1.4526 -3.1778
H 0.8590 -2.4734 -1.8646
H -0.0689 -1.0302 -5.0244
H -1.7134 -0.3065 -6.7483
H -4.0509 0.2498 -6.0474
H -4.5993 0.4587 -3.6105
H -2.7269 0.3767 -1.9359
H -0.2694 1.0772 -1.5713
H 0.6667 -0.3180 -0.6797
```

Properties
DFT total energy: -902.4614 hartree
total charge: 0
Kohn-Sham gap: 7.7495 eV
spin multiplicity: 1

=====

No. 5
# C18H19NO2

A single C18H19NO2 molecule in a non-equilibrium geometry (the ωB97M-V functional and the def2-TZVPD basis, the OMol25 dataset).

```
40
C18H19NO2 the ωB97M-V functional and the def2-TZVPD basis
O 0.6845 -0.7581 2.2843
O 1.4703 -1.6644 -0.2113
C -0.2632 0.0397 2.3787
C 5.4357 0.1682 -2.7234
C 1.0667 1.8059 -1.4159
C 5.1280 -1.0821 -2.1693
C 0.7728 0.5869 -0.8220
C 4.5074 1.2147 -2.6278
C 2.3100 2.0349 -1.9719
C 3.8900 -1.2875 -1.5257
C 1.7023 -0.4589 -0.8424
C 3.2753 1.0148 -2.0072
C 2.9308 -0.2741 -1.4545
N -1.9183 1.6512 1.6858
C -1.8561 2.3845 2.9897
C -3.0116 0.6438 1.7460
C -1.5308 1.3943 4.1098
C -2.6386 -0.4488 2.7788
C -1.3396 -0.0511 3.4919
C -0.6015 0.4885 -0.1445
C -0.5635 1.0873 1.2884
H 1.1691 -1.4439 0.7034
H 6.3679 0.3620 -3.2038
H 0.3651 2.6633 -1.4123
H 5.8249 -1.8800 -2.1276
H 4.7368 2.2473 -2.9375
H 2.4995 2.9986 -2.4636
H 3.6767 -2.2897 -1.1496
H -2.8053 2.8473 3.2342
H -1.0432 3.1365 2.8994
H -3.9322 1.1450 2.1128
H -3.2049 0.2298 0.7417
H -2.3151 1.3254 4.8642
H -0.6219 1.7039 4.6354
H -2.4698 -1.4092 2.2519
H -3.4586 -0.5012 3.5049
H -1.0782 -0.7791 4.2504
H -1.2723 1.0427 -0.7755
H -0.9389 -0.5492 -0.1305
H 0.2167 1.8280 1.3316
```

Properties
DFT total energy: -902.5315 hartree
total charge: 0
Kohn-Sham gap: 8.2858 eV
spin multiplicity: 1

=====

No. 6
# C18H19NO4S2

2 unconnected molecules or ions with the total composition C18H19NO4S2 in a non-equilibrium geometry (the ωB97M-V functional and the def2-TZVPD basis, the OMol25 dataset).

```
44
C18H19NO4S2 the ωB97M-V functional and the def2-TZVPD basis
C 0.8977 -0.4831 2.9445
C 0.2062 0.6332 2.1630
C -0.0394 1.8657 3.0344
O 1.0139 1.0812 1.0539
C 1.1620 0.1690 0.0296
O 2.1314 0.2418 -0.7047
C 0.1132 -0.8042 -0.1123
C 0.2452 -1.8483 -1.1276
C 1.0725 -3.0238 -0.6187
C 0.4393 -4.0687 0.0570
C 1.1965 -5.1359 0.5384
C 2.5874 -5.1462 0.3610
C 3.3674 -6.2642 0.8297
N 4.0006 -7.1752 1.2039
C 3.2178 -4.0689 -0.2787
C 2.4592 -3.0003 -0.7502
C -1.0653 -0.7564 0.7104
O -2.0155 -1.5107 0.5871
O -1.0896 0.2250 1.6793
H 1.0891 -1.3818 2.3407
H 1.8506 -0.0929 3.3238
H 0.2616 -0.7490 3.7981
H -0.5338 2.6320 2.4311
H -0.6803 1.5870 3.8735
H 0.9182 2.2428 3.3988
H -0.7670 -2.1937 -1.3660
H 0.7592 -1.4027 -1.9893
H -0.6400 -4.0137 0.2153
H 0.7067 -5.9636 1.0549
H 4.3025 -4.0665 -0.4017
H 2.9273 -2.1193 -1.1995
C -2.6603 5.2345 -1.8249
C -3.6352 4.1026 -2.0829
S -3.1337 2.5312 -1.3027
C -1.4828 2.4181 -1.6208
S -0.3824 3.6288 -2.0238
C -1.4222 4.9853 -2.6634
H -3.1194 6.1735 -2.1474
H -2.4141 5.3161 -0.7622
H -4.6232 4.3121 -1.6556
H -3.7298 3.8971 -3.1559
H -1.0493 1.4259 -1.4775
H -1.6876 4.7112 -3.6914
H -0.7547 5.8552 -2.6707
```

Properties
DFT total energy: -1849.3286 hartree
total charge: 0
Kohn-Sham gap: 3.4692 eV
spin multiplicity: 1